DFT (ωB97M-V with the def2-TZVPD basis set) results for a gas-phase ion, CNO3P (charge -2).

## Properties
Frontier orbital gap ... 6.85 eV
SMILES ... N#CP(=O)([O-])[O-]
Energy relative to the best compared isomer or geometry (same formula, charge and spin) ... 127.7 kJ/mol
HOMO level ... 0.9 eV

The geometry in ORCA input format:
```
! wB97M-V def2-TZVPD RIJCOSX def2/J DEFGRID3
* xyz -2 1
N 2.29545 -0.51165 0.01488
C 1.20054 -0.13764 0.00705
P -0.60089 0.25454 -0.00758
O -0.81635 1.03948 1.27090
O -0.93139 0.85709 -1.32319
O -1.14737 -1.50181 0.03794
*
```



DFT (ωB97M-V with the def2-TZVPD basis set) results for a molecular structure, C15H17CuF5N3O3Te.

## Properties
Frontier orbital gap ... 6.49 eV
HOMO level ... -1.9 eV

The geometry in ORCA input format:
```
! wB97M-V def2-TZVPD RIJCOSX def2/J DEFGRID3
* xyz -2 1
Cu -0.08660 0.16512 -0.41241
O -1.70475 0.86820 0.41532
N -2.75093 0.80573 -0.33472
N -2.80175 -0.25702 -1.03718
O -1.93495 -1.19824 -1.02038
C -3.81704 -0.30155 -2.05304
C -5.07853 0.22825 -1.84265
C -6.01667 0.15316 -2.86296
C -5.68907 -0.44207 -4.07499
C -4.41468 -0.96334 -4.26436
C -3.46834 -0.90139 -3.25196
H -5.30685 0.69343 -0.89397
H -7.00869 0.56089 -2.70813
H -6.42242 -0.49338 -4.87105
H -4.14667 -1.41455 -5.21187
H -2.46068 -1.27897 -3.36189
C 1.99027 3.08675 0.18542
N 1.25594 2.13415 0.99062
C 0.46296 2.79369 2.00017
C 2.11008 1.09840 1.54830
C 1.30452 -0.08303 2.03031
C 1.55992 -0.67449 3.26572
C 0.89864 -1.83151 3.65926
C -0.02632 -2.41635 2.80140
C -0.29950 -1.83411 1.56769
C 0.35403 -0.67148 1.20540
H 2.64664 3.72841 0.80740
H 1.28683 3.72659 -0.35077
H 2.61097 2.56080 -0.53653
H 1.10016 3.36072 2.70952
H -0.12232 2.06319 2.55715
H -0.23615 3.48232 1.52511
H 2.72121 1.49042 2.38668
H 2.78927 0.76044 0.76088
H 2.29488 -0.21755 3.92266
H 1.10947 -2.27573 4.62580
H -0.53731 -3.32919 3.09005
H -1.01676 -2.27156 0.88493
F 1.10259 -0.89163 -3.71702
Te 2.23213 0.15355 -2.51287
F -0.42147 1.14940 -1.96569
F 3.45250 0.49851 -4.12200
F 3.23782 -1.44255 -2.50665
F 3.77510 0.75168 -1.32769
O 1.44357 -0.67808 -0.91261
*
```



DFT (ωB97M-V with the def2-TZVPD basis set) results for a gas-phase ion, C8H8N4O2S (charge +2).

## Properties
Frontier orbital gap (spin up / spin down) ... 4.92 / 4.91 eV
HOMO level (spin up / spin down) ... -15.6 / -15.6 eV

The geometry in ORCA input format:
```
! wB97M-V def2-TZVPD RIJCOSX def2/J DEFGRID3
* xyz 2 1
C 1.22831 -2.40788 0.28747
C 0.60603 -2.72456 1.52094
C 1.00096 -1.19040 -0.37360
C -0.42031 -1.92056 1.94550
C 0.06519 -0.28567 0.17110
C -0.66095 -0.68339 1.31107
C 0.20064 1.09262 -0.37929
C -0.79107 0.23843 -2.37024
N 0.87720 4.43585 0.34061
N 0.65962 2.15126 0.43666
N 0.84908 3.28580 0.26984
N 0.20377 1.14029 -1.68850
O -1.57343 -0.40293 -1.49361
O -2.81934 -0.54360 2.75724
S -2.23708 0.11838 1.63761
H 1.73259 -3.28624 -0.20665
H 0.72144 -3.73993 1.99367
H 1.26073 -0.82732 -1.35954
H -1.09216 -2.19000 2.72886
H -1.46496 0.93162 -2.95746
H -0.23244 -0.43949 -2.84739
H 1.52038 5.19680 0.59140
H 0.36581 2.05094 -2.31570
*
```



DFT (ωB97M-V with the def2-TZVPD basis set) results for 2 unconnected molecules or ions with the total composition C32H35N3O5.

## Properties
Frontier orbital gap ... 5.05 eV
Energy relative to the best compared isomer or geometry (same formula, charge and spin) ... 132.5 kJ/mol
HOMO level ... -7.2 eV

The geometry in ORCA input format:
```
! wB97M-V def2-TZVPD RIJCOSX def2/J DEFGRID3
* xyz 0 1
C 5.72064 -4.53790 3.49993
C 6.38946 -3.77868 2.34388
C 5.26676 -3.03942 1.59458
N 4.03467 -3.35348 2.29278
C 2.80178 -2.90179 1.84050
C 1.81187 -3.79433 1.34714
C 0.66024 -3.32087 0.74456
C 0.30918 -1.93877 0.79531
C -0.96512 -1.48153 0.33608
C -1.72716 -0.47226 0.98484
C -1.42839 0.01334 2.29858
C -2.17465 1.01297 2.89373
C -3.15080 1.72158 2.13985
N -3.67234 2.91528 2.57564
C -4.23021 3.12668 3.89880
C -4.61202 4.61698 3.96264
C -4.19456 5.24628 2.62451
C -3.69074 4.09721 1.73372
C -3.52790 1.18411 0.88175
C -2.90394 0.06748 0.38179
C 1.28658 -1.05246 1.33986
C 2.50331 -1.51179 1.80629
C 4.19883 -4.35980 3.32455
H 5.98767 -5.59715 3.48701
H 6.03390 -4.11313 4.45983
H 7.13003 -3.06212 2.70962
H 6.88494 -4.47231 1.66157
H 5.43271 -1.95037 1.56191
H 5.22135 -3.38225 0.54589
H 2.01172 -4.86894 1.39070
H -0.05377 -4.00869 0.29383
H -1.51128 -2.08863 -0.37964
H -0.60536 -0.45051 2.84485
H -1.95103 1.32916 3.91725
H -5.13078 2.50442 4.04702
H -3.51471 2.84460 4.68588
H -5.69182 4.71791 4.10706
H -4.10322 5.10197 4.80038
H -5.02818 5.76062 2.13766
H -3.38296 5.96483 2.77273
H -2.68488 4.31607 1.33580
H -4.34746 3.94388 0.85932
H -4.34088 1.65896 0.33040
H -3.30120 -0.41019 -0.50900
H 1.04382 0.01040 1.41933
H 3.24533 -0.81653 2.20111
H 3.72237 -5.31076 3.03846
H 3.73429 -4.03898 4.27271
C 3.72984 -2.43016 -3.50632
C 2.73143 -1.30475 -3.57725
O 1.53572 -1.68752 -2.87028
C 0.60149 -0.69568 -2.99490
C -0.69074 -1.03459 -2.44383
C -1.87965 -0.35948 -2.82168
O -3.01300 -0.85247 -2.57000
C -1.83509 1.00345 -3.52374
C -1.46229 1.09158 -4.87103
C -1.50070 2.31027 -5.54319
C -1.91455 3.46744 -4.85680
N -1.75263 4.73961 -5.47670
O -2.05862 5.76711 -4.82560
O -1.29142 4.77790 -6.64400
C -2.36886 3.37547 -3.52606
C -2.34776 2.14154 -2.87682
O 0.91311 0.36859 -3.52934
H 4.67546 -2.09071 -3.92800
H 3.92545 -2.74923 -2.48008
H 3.40511 -3.29261 -4.09307
H 3.14757 -0.39569 -3.12083
H 2.49190 -1.08246 -4.63029
H -0.76357 -2.03630 -2.04493
H -1.15307 0.19369 -5.41134
H -1.18603 2.39291 -6.58049
H -2.72203 4.27853 -3.03388
H -2.72317 2.06246 -1.85251
*
```



DFT (ωB97M-V with the def2-TZVPD basis set) results for a molecular structure, C25H26N3OSV.

## Properties
Frontier orbital gap (spin up / spin down) ... 6.61 / 5.87 eV
<S²> ... 0.761
HOMO level (spin up / spin down) ... -9.5 / -8.9 eV

The geometry in ORCA input format:
```
! wB97M-V def2-TZVPD RIJCOSX def2/J DEFGRID3
* xyz 1 2
V -1.31645 -0.69813 1.00565
C 3.47106 0.46002 -3.94909
C 2.74294 -0.79241 -3.44750
C 1.30073 -0.74403 -3.95433
C 3.41525 -2.04198 -4.02807
C 2.81680 -0.84256 -1.91901
C 4.07184 -0.88426 -1.27698
C 4.19701 -0.92638 0.09806
C 3.03169 -0.92718 0.86397
S 2.82604 -0.96370 2.59216
C 1.11620 -0.93344 2.40928
N 0.71607 -0.89538 1.14573
C 1.79330 -0.89372 0.25350
C 1.68044 -0.85062 -1.13192
C 0.12611 -0.92216 3.47932
C 0.46243 -0.93356 4.83703
C -0.54225 -0.92432 5.78272
C -1.87416 -0.91252 5.36406
C -2.20090 -0.90235 4.01622
C -1.21298 -0.89732 3.01008
H 3.40031 0.51797 -5.03866
H 4.53142 0.44971 -3.68441
H 3.02717 1.36628 -3.52745
H 1.30259 -0.70790 -5.04542
H 0.77594 0.14812 -3.59633
H 0.73304 -1.62977 -3.65487
H 3.34455 -2.02751 -5.11905
H 2.93028 -2.95184 -3.66498
H 4.47437 -2.09512 -3.76344
H 4.97598 -0.88445 -1.87717
H 5.17434 -0.95860 0.56341
H 0.69503 -0.83654 -1.57660
H 1.50118 -0.95280 5.15394
H -0.30089 -0.93511 6.83731
H -2.66085 -0.91577 6.11037
H -3.25054 -0.90260 3.73998
C -5.63385 -0.37067 0.53580
C -4.19308 -0.23952 0.17311
O -3.31520 -0.86869 0.80199
N -3.86176 0.55702 -0.84190
C -2.47988 0.80674 -1.25393
C -1.76995 1.78848 -0.34748
C -1.70839 3.13785 -0.62805
C -1.10600 3.98150 0.29177
C -0.60414 3.44752 1.46218
C -0.69679 2.08171 1.67212
N -1.25286 1.25438 0.77204
H -5.74993 -1.17964 1.24925
H -6.23925 -0.56712 -0.34943
H -5.98032 0.55895 0.99185
H -4.59920 1.07110 -1.29681
H -2.50099 1.18246 -2.27264
H -1.95888 -0.15611 -1.30024
H -2.12015 3.51924 -1.55484
H -1.03662 5.04370 0.09585
H -0.14342 4.07131 2.21509
H -0.32438 1.62176 2.57675
*
```



DFT (ωB97M-V with the def2-TZVPD basis set) results for CHBr3OSi in the gas phase.

## Properties
Frontier orbital gap ... 9.60 eV
SMILES ... O=C[Si](Br)(Br)Br
Energy relative to the best compared isomer or geometry (same formula, charge and spin) ... 0.0 kJ/mol
HOMO level ... -10.1 eV

The geometry in ORCA input format:
```
! wB97M-V def2-TZVPD RIJCOSX def2/J DEFGRID3
* xyz 0 1
O -1.16733 1.60971 0.68128
C -1.06116 0.63236 0.01141
Si 0.50531 -0.39034 0.00251
Br 1.37255 0.23584 1.99677
Br 0.63304 -2.64463 0.11053
Br 1.48990 0.14375 -1.84369
H -1.77231 0.41330 -0.95882
*
```



DFT (ωB97M-V with the def2-TZVPD basis set) results for 8 unconnected molecules or ions with the total composition C12H43BO13.

## Properties
Frontier orbital gap (spin up / spin down) ... 2.48 / 9.45 eV
<S²> ... 0.750
HOMO level (spin up / spin down) ... -0.2 / -7.2 eV

The geometry in ORCA input format:
```
! wB97M-V def2-TZVPD RIJCOSX def2/J DEFGRID3
* xyz -1 2
O 1.84423 -23.69084 4.57224
H 2.13898 -24.22895 5.31058
H 0.98445 -23.32342 4.78992
H 1.65865 -24.28699 3.84302
B -0.42006 -22.60730 5.46436
H -0.10296 -22.22476 6.42214
H -1.44342 -22.37447 5.21380
H 0.18050 -22.01043 4.79555
H -0.20834 -23.66143 5.37360
C -3.45321 -22.90653 7.19218
C -2.69499 -21.83490 8.03736
O -2.14182 -20.88633 7.12523
O -2.66914 -23.96514 6.57724
H -4.21135 -22.51599 6.51336
H -4.06919 -23.48427 7.88130
H -2.01027 -22.21551 8.79525
H -3.43717 -21.31791 8.64564
H -1.56916 -21.41374 6.56354
H -2.10317 -23.51719 5.94430
C 1.97673 -22.43740 0.95995
C 1.90050 -21.09931 1.73221
O 3.00102 -20.21616 1.51639
O 1.06029 -23.31968 1.47876
H 2.86993 -23.03596 1.13889
H 1.89035 -22.27134 -0.11386
H 1.98771 -21.37235 2.78385
H 1.01147 -20.49245 1.56060
H 3.10485 -19.72239 2.33309
H 0.86801 -23.98824 0.81720
C 0.69162 -18.88191 6.29071
C -0.31991 -18.56509 5.18697
O -0.83100 -17.19634 5.18492
O 1.56091 -19.99783 5.94850
H 0.16670 -19.00380 7.23819
H 1.29396 -18.00092 6.51241
H -1.14642 -19.26136 5.04488
H 0.25313 -18.73724 4.27588
H -1.40730 -17.09884 4.42337
H 1.13132 -20.85630 5.95726
C 3.56143 -23.95175 7.66737
C 4.06850 -25.18527 6.87022
O 4.23203 -24.84513 5.53187
O 2.23023 -23.66556 7.25845
H 4.19266 -23.07169 7.54428
H 3.43351 -24.25299 8.70707
H 3.39089 -26.02865 7.00309
H 4.98856 -25.47977 7.37506
H 4.59568 -25.64060 5.13615
H 1.82940 -23.31843 8.05873
C 1.18667 -26.98730 3.83905
C 0.15743 -26.53271 4.92490
O 0.86413 -25.99197 6.03936
O 1.67829 -25.92628 3.07695
H 0.63423 -27.55591 3.09099
H 2.04412 -27.51384 4.25815
H -0.48447 -27.32984 5.29991
H -0.47123 -25.73640 4.52643
H 0.29964 -25.39638 6.53759
H 1.86225 -26.30367 2.21362
C -1.95218 -22.66864 2.34195
C -2.08556 -22.59058 0.76602
O -1.05783 -21.73151 0.22698
O -1.98128 -21.37627 2.96441
H -1.01012 -23.08109 2.70321
H -2.76032 -23.18481 2.86019
H -3.04600 -22.17668 0.45887
H -2.05861 -23.54553 0.24119
H -0.22406 -22.11354 0.51067
H -1.58736 -21.51880 3.82819
*
```



DFT (ωB97M-V with the def2-TZVPD basis set) results for a molecular structure, C23H35AsF3O6S2Si2Y.

## Properties
Frontier orbital gap ... 7.94 eV
Energy relative to the best compared isomer or geometry (same formula, charge and spin) ... 51.0 kJ/mol
HOMO level ... -7.5 eV

The geometry in ORCA input format:
```
! wB97M-V def2-TZVPD RIJCOSX def2/J DEFGRID3
* xyz 0 1
Y -0.14220 -0.72971 0.62768
O -1.41005 1.03919 -0.72464
C -2.74985 1.01215 -0.15642
C -3.16134 -0.48044 -0.00895
O -4.31081 -0.84351 0.01178
O -2.11495 -1.25013 0.13788
C -3.69381 1.79595 -1.04135
C -4.28382 1.18498 -2.14443
C -5.05365 1.92572 -3.02633
C -5.24874 3.28260 -2.81056
C -4.66716 3.89659 -1.71266
C -3.88990 3.15583 -0.83508
C -2.58417 1.58191 1.24914
C -3.54903 1.31819 2.22205
C -3.41273 1.84618 3.49161
C -2.32324 2.65182 3.80668
C -1.37427 2.92832 2.84176
C -1.50093 2.39418 1.56291
H -1.47971 0.85787 -1.66773
H -4.16374 0.12252 -2.30893
H -5.51221 1.44046 -3.87648
H -5.85856 3.85677 -3.49511
H -4.81760 4.95314 -1.53724
H -3.43914 3.64038 0.02174
H -4.39716 0.69215 1.97748
H -4.15847 1.62936 4.24454
H -2.22389 3.05892 4.80375
H -0.52968 3.56311 3.07355
H -0.77354 2.64368 0.80104
C 0.85100 -4.55659 2.52357
S -0.28374 -3.71800 1.42422
C -1.54767 -4.94995 1.15432
H 0.36529 -4.80119 3.46720
H 1.68740 -3.88970 2.71788
H 1.22834 -5.46542 2.05477
H -1.12815 -5.83776 0.68230
H -2.29198 -4.51498 0.49056
H -2.03249 -5.21973 2.09165
F 3.20048 0.69845 3.10602
C 1.88719 0.84972 3.10349
F 1.53358 1.73296 4.02802
F 1.51698 1.32725 1.88469
S 0.99799 -0.73499 3.30205
O 1.49621 -1.42632 2.08177
O 1.31905 -1.32108 4.55211
O -0.39168 -0.34046 3.01068
C 4.06092 1.34018 -0.89141
Si 2.44351 1.28559 -1.83104
C 1.42086 2.74340 -1.24114
C 2.79537 1.55849 -3.64374
As 1.30380 -0.73047 -1.58367
Si 3.09877 -2.21776 -1.53981
C 4.15380 -2.15056 -0.00009
C 2.36639 -3.93249 -1.66289
C 4.19074 -1.96165 -3.03423
H 4.46279 2.35368 -0.98895
H 4.80562 0.65037 -1.28733
H 3.93406 1.12269 0.16873
H 1.89025 3.64317 -1.65008
H 1.41949 2.83801 -0.15487
H 0.38563 2.72370 -1.57772
H 3.33335 2.49894 -3.79004
H 1.86632 1.60131 -4.21413
H 3.39324 0.75048 -4.06720
H 3.58151 -2.32300 0.90804
H 4.68113 -1.20313 0.11148
H 4.90055 -2.94613 -0.09252
H 1.77955 -4.19952 -0.78467
H 3.17312 -4.66262 -1.77464
H 1.70892 -4.01460 -2.53071
H 4.78404 -1.04832 -2.98118
H 3.59874 -1.91759 -3.94962
H 4.88409 -2.80255 -3.11953
*
```



For reference, DFT total energy by record: -17958.63253; -91962.75316; -29288.78043; -48453.91655; -69383.07283; -221108.41654; -40427.06674; -144170.59301 eV.